Computed, not measured: a gas-phase ion, C3H3N2O2 (charge -1) in a non-equilibrium geometry, with ωB97M-V/def2-TZVPD.

Bonds (Å) are listed after each position.
Geometry (Å):
1 C 0.66098 1.15202 0.01852  C2 1.326, N4 1.437, H8 1.167
2 C -0.55996 1.65569 0.13118  C1 1.326, O6 1.209
3 C -1.20376 -1.03155 0.00588  N5 1.386, O7 1.282
4 N 1.11768 -0.20913 -0.04948  C1 1.437, N5 1.465, H9 1.103
5 N 0.10466 -1.14310 0.44814  C3 1.386, N4 1.465, H10 0.983
6 O -1.53628 2.36718 0.18160  C2 1.209
7 O -1.73483 -2.19717 0.05952  C3 1.282
8 H 1.48313 1.97088 -0.10170  C1 1.167
9 H 1.17856 -0.51769 -1.10632  N4 1.103
10 H 0.48982 -2.04714 0.41265  N5 0.983

Output
<S²> = 2.01
Charge = -1
2S+1 = 3
ΔE to the lowest compared entry with this formula, charge and spin = 3.227 eV
HOMO level (alpha / beta) = 0.000 / -2.813 eV
Gap between HOMO and LUMO (alpha / beta) = 4.14 / 5.38 eV